# 1
The following is a quantum chemistry calculation of C24H33N2O5P2ReS as an isolated structure at a distorted geometry, from the Open Molecules 2025 dataset.

```
! RIJCOSX wB97M-V def2-TZVPD def2/J DEFGRID3
* xyz 1 4
Re -0.7559 0.6426 -0.2041
S 1.1155 -3.8458 2.2775
P -2.3108 -0.5050 0.9640
P 0.6447 1.5807 -1.7343
O 0.5807 -3.6897 3.6087
O 1.2036 -5.1686 1.7182
O 0.7197 -0.6968 0.2381
O -2.5884 1.4744 -1.4057
O -2.2771 3.0289 -4.1754
N 0.3825 -2.7700 1.2304
N -1.2426 -0.7530 -1.8583
C -1.9852 -1.8110 -1.5349
C -2.0925 -2.3482 -3.9126
C 0.1446 2.0009 1.2002
C 1.1505 -1.7686 0.8589
C -0.7326 -0.5755 -3.0913
C -0.3859 3.6746 2.8773
C 4.8643 -1.4049 1.8878
C -1.9224 -1.0830 2.5880
C 2.4250 1.0028 -1.8733
C 4.9213 -2.4948 2.7914
C 3.7904 -3.3052 2.9222
C -4.0607 -0.0650 0.9754
C 2.5716 -1.9190 1.3058
C -2.2757 -2.0537 -0.0816
C 0.1447 0.6689 -3.3553
C 2.6642 -3.0130 2.1735
C 3.7235 -1.1286 1.1495
C -2.4696 -2.5896 -2.5867
C 1.3752 1.7378 1.8436
C -0.7423 2.9835 1.7072
C 0.8297 3.4338 3.5426
C 1.6946 2.4602 3.0099
C -1.2533 -1.2811 -4.1655
C 0.8504 3.3450 -2.2590
H -2.7522 2.3746 -4.8118
H -1.0723 4.4277 3.2591
H 2.0653 0.9739 1.4380
H 3.6725 -0.3009 0.4159
H -4.7098 -0.8927 1.2666
H -3.2585 -2.5339 -0.0346
H 1.0298 0.4482 -3.9905
H -2.4525 -3.0052 -4.7185
H 5.8238 -2.6873 3.3565
H -0.8565 -1.0205 -5.1639
H 2.3950 -0.1121 -1.8472
H -1.4889 -2.7231 0.3279
H -1.4784 -0.2625 3.1480
H -2.2584 2.2909 -3.5356
H 5.7453 -0.7620 1.7883
H 2.9007 1.3926 -2.8113
H -3.3466 2.0900 -1.6118
H 3.7895 -4.1576 3.6100
H 2.8807 1.4174 -0.9497
H -3.1472 -3.3632 -2.2857
H -1.6956 3.1847 1.1843
H -4.3216 0.3188 -0.0139
H -4.1635 0.7568 1.6884
H -1.2001 -1.9001 2.5844
H -0.1017 3.6998 -2.6971
H 1.6886 3.4996 -2.9753
H -1.8402 1.7055 -1.8520
H 2.6498 2.2690 3.4989
H 1.0954 3.9990 4.4460
H -2.8180 -1.4104 3.1172
H -2.1679 1.2465 0.7746
H -0.3679 1.3685 -3.9078
H 1.0595 3.9041 -1.3298
*
```

* energy above the lowest of the compared OMol25 structures with the same formula, charge and spin: 20.9 kJ/mol
* ⟨S²⟩: 3.7727
* orbital gap (alpha / beta): 7.383 / 6.902 eV
* HOMO level (alpha / beta): -10.04 / -11.42 eV

In elementary charge units, the Löwdin charges are: number 1, Re, carries 1.119; number 2, S, carries 0.668; number 3, P, carries 0.692; number 4, P, carries 0.784; number 5, O, carries -0.281; number 6, O, carries -0.272; number 7, O, carries -0.240; number 8, O, carries -0.142; number 9, O, carries -0.081; number 10, N, carries -0.053; number 11, N, carries -0.037; number 12, C, carries -0.289; number 13, C, carries -0.015; number 14, C, carries -0.338; number 15, C, carries -0.400; number 16, C, carries -0.271; number 17, C, carries -0.086; number 18, C, carries -0.053; number 19, C, carries -0.190; number 20, C, carries -0.228; number 21, C, carries -0.032; number 22, C, carries -0.024; number 23, C, carries -0.222; number 24, C, carries -0.114; number 25, C, carries -0.221; number 26, C, carries -0.225; number 27, C, carries -0.221; number 28, C, carries -0.025; number 29, C, carries 0.013; number 30, C, carries -0.110; number 31, C, carries -0.153; number 32, C, carries -0.069; number 33, C, carries -0.076; number 34, C, carries -0.019; number 35, C, carries -0.212; number 36, H, carries 0.110; number 37, H, carries 0.103; number 38, H, carries 0.070; number 39, H, carries 0.100; number 40, H, carries 0.066; number 41, H, carries 0.098; number 42, H, carries 0.109; number 43, H, carries 0.130; number 44, H, carries 0.112; number 45, H, carries 0.137; number 46, H, carries 0.057; number 47, H, carries 0.080; number 48, H, carries 0.064; number 49, H, carries -0.023; number 50, H, carries 0.114; number 51, H, carries 0.070; number 52, H, carries 0.134; number 53, H, carries 0.134; number 54, H, carries 0.039; number 55, H, carries 0.117; number 56, H, carries 0.083; number 57, H, carries 0.043; number 58, H, carries 0.062; number 59, H, carries 0.028; number 60, H, carries 0.040; number 61, H, carries 0.067; number 62, H, carries -0.098; number 63, H, carries 0.105; number 64, H, carries 0.113; number 65, H, carries 0.072; number 66, H, carries 0.008; number 67, H, carries 0.025; number 68, H, carries 0.053



# 2
The following is a quantum chemistry calculation of a 2-piece molecular cluster, C4H10O3 overall at a distorted geometry, from the Open Molecules 2025 dataset.

```
! RIJCOSX wB97M-V def2-TZVPD def2/J DEFGRID3
* xyz 0 1
O 0.3619 -2.1032 -0.3693
O -0.0963 3.1040 2.2585
O 0.6515 -1.6780 -3.0572
C -0.5716 1.3452 0.5262
C 0.1636 0.0113 0.7996
C -0.5547 -1.1932 0.2612
C 0.2108 2.4826 1.2752
H 1.0281 0.3059 0.1885
H -0.6506 1.8824 -0.4119
H 1.2714 2.5271 0.9211
H -1.5307 1.3208 1.1445
H 0.2203 -3.0085 0.0089
H 0.5148 0.0691 1.7951
H 0.2598 -1.5815 -2.1791
H -1.0230 -0.8539 -0.6543
H -1.1438 -1.7314 1.0350
H 0.8886 -0.8985 -3.5420
*
```

* energy above the lowest of the compared OMol25 structures with the same formula, charge and spin: 253.6 kJ/mol
* orbital gap: 10.478 eV
* HOMO level: -9.86 eV

In elementary charge units, the Löwdin charges are: number 1, O, carries -0.113; number 2, O, carries 0.053; number 3, O, carries -0.059; number 4, C, carries -0.164; number 5, C, carries -0.184; number 6, C, carries -0.227; number 7, C, carries -0.282; number 8, H, carries 0.121; number 9, H, carries 0.112; number 10, H, carries 0.124; number 11, H, carries 0.135; number 12, H, carries 0.121; number 13, H, carries 0.106; number 14, H, carries -0.014; number 15, H, carries 0.111; number 16, H, carries 0.141; number 17, H, carries 0.019



# 3
The following is a quantum chemistry calculation of one molecule with the formula C4H3NO at a distorted geometry, from the Open Molecules 2025 dataset.

```
! RIJCOSX wB97M-V def2-TZVPD def2/J DEFGRID3
* xyz 0 1
O -0.7244 -1.6529 0.1934
N 1.8310 0.2063 1.4963
C -0.7043 0.3471 -1.0398
C -0.1532 -0.5793 -0.0285
C 1.0179 -0.1821 0.7718
C -0.8259 1.6788 -1.0336
H -0.4618 2.3015 -0.2430
H -1.2198 2.0793 -1.9619
H -1.3466 -0.1896 -1.8353
*
```

* energy above the lowest of the compared OMol25 structures with the same formula, charge and spin: 59.0 kJ/mol
* orbital gap: 9.922 eV
* HOMO level: -11.02 eV

In elementary charge units, the Löwdin charges are: number 1, O, carries 0.097; number 2, N, carries 0.183; number 3, C, carries -0.116; number 4, C, carries -0.389; number 5, C, carries -0.111; number 6, C, carries 0.056; number 7, H, carries 0.066; number 8, H, carries 0.069; number 9, H, carries 0.144



| no. | electronic energy (eV) |
| --- | --- |
| 1 | -70174.3651 |
| 2 | -10450.6155 |
| 3 | -7732.1324 |